Entry 1:
Here is 2 unconnected molecules or ions with the total composition C22H34BrN3O7S3 from the OMol25 dataset. Energies are from ωB97M-V with the def2-TZVPD basis set.

Each line ends with the Löwdin charge.
Geometry (Å):
1 H -3.2212 -0.2276 -5.2764  0.080
2 H 3.0714 -2.3603 2.9781  0.048
3 H -2.1066 0.8936 0.2541  0.139
4 C -3.5574 1.2744 -1.2103  -0.127
5 N 3.1258 1.1597 -2.2847  0.198
6 C -0.6809 -0.4527 -1.9952  -0.224
7 H -5.7594 2.9075 -1.0089  0.080
8 C 1.2556 -1.1718 2.9963  -0.142
9 H -2.8447 1.2708 -2.0369  0.059
10 H 5.1216 -3.1659 8.4827  0.136
11 C -2.5417 -0.9948 -0.5673  -0.149
12 H 5.4384 1.8300 -3.0753  0.115
13 C 2.7396 -0.7700 -0.2855  -0.417
14 C 3.3761 2.0767 -3.1789  -0.286
15 C 1.8897 0.6102 -2.2039  -0.153
16 H 5.7209 -2.5803 6.1837  0.136
17 H 3.2675 -0.7482 2.3288  0.068
18 S -1.6049 0.9744 -4.2333  0.679
19 H 4.9455 -4.1691 5.9456  0.136
20 H -2.5429 -1.2047 -3.9605  0.079
21 O 3.6848 -1.8293 7.8590  -0.185
22 C -2.9991 0.3758 -0.1029  -0.322
23 N 4.9963 3.6186 -2.0923  0.017
24 H -3.3751 -1.6812 -0.6605  0.119
25 O -1.9309 -0.9711 -1.8553  -0.078
26 H -3.2667 0.1221 2.0271  0.079
27 H 0.5231 -1.9519 2.8149  0.067
28 H 0.1391 -1.5939 -0.3665  0.080
29 H -4.9456 1.4139 -2.7898  0.123
30 H -6.9688 1.8021 -1.6252  0.076
31 H -6.2645 1.4809 -0.0638  0.070
32 H -4.5429 1.0327 1.2710  0.073
33 N 1.1395 1.9629 -4.0133  0.117
34 H -3.7093 0.1075 -3.5966  0.020
35 O -0.9994 0.8763 -5.5339  -0.306
36 H 5.3915 3.1149 -1.3085  0.061
37 C -0.4165 0.4295 -3.0109  -0.115
38 H -4.4602 -0.7349 1.0974  0.075
39 C 0.3550 -0.8551 -1.1141  0.034
40 H -1.8806 -1.4138 0.1851  0.121
41 C -4.9704 1.0385 -1.7657  -0.407
42 H -5.4154 -0.9076 -0.8862  0.068
43 C 2.3202 2.4750 -4.0421  -0.652
44 C 4.7551 2.6659 -3.1882  -0.249
45 S 2.4283 -2.2521 0.7056  0.894
46 C 1.6168 -0.3628 -1.2030  -0.187
47 O 3.7426 -2.5372 5.5836  -0.204
48 C -5.4036 -0.4173 -1.8563  -0.066
49 C 0.8831 1.0002 -3.0953  -0.169
50 H 4.9733 3.1358 -4.1391  0.064
51 H -3.5284 2.2874 -0.8112  0.126
52 C 4.8068 -3.1598 6.3208  -0.151
53 H 4.1178 3.9825 -1.7421  0.066
54 H -6.4157 -0.4733 -2.2503  0.084
55 O 1.6646 -1.5938 6.4574  -0.218
56 O 3.6179 -0.1267 6.1031  -0.212
57 H 1.3518 -0.9785 4.0580  0.043
58 C 2.5857 -1.5898 2.3899  -0.535
59 C 4.3173 -3.1144 7.7551  -0.151
60 C -6.0419 1.8601 -1.0581  -0.073
61 H 2.9570 0.0591 0.3814  0.089
62 H 3.6287 -0.9356 -0.8810  0.073
63 C -2.9052 -0.2277 -4.2389  -0.116
64 H 0.9095 -0.2749 2.4875  0.071
65 C -3.8823 0.1853 1.1325  -0.048
66 H 3.5781 -3.8901 7.9587  0.135
67 H -4.7707 -0.9966 -2.5243  0.063
68 S 3.0669 -1.3840 6.4586  0.580
69 O -2.1406 2.2287 -3.7687  -0.304
70 Br 2.5906 3.8459 -5.3149  0.804

Summary:
Largest force on an atom   0.5 eV/A
HOMO level   -8.783 eV
SMILES   CCSCc1cc(OC[C@H](C)CC(C)C)c(S(C)(=O)=O)c2nc(Br)c(CN)nc12.O=S1(=O)OCCO1
Frontier orbital gap   8.28 eV

---

Entry 2:
Here is 2 unconnected molecules or ions with the total composition C22H34ClNO8 in a non-equilibrium geometry from the OMol25 dataset. Energies are from ωB97M-V with the def2-TZVPD basis set.

Each line ends with the Löwdin charge.
Geometry (Å):
1 H 1.5594 -9.0071 -0.0674  0.097
2 H -2.3767 4.2337 -0.0357  0.107
3 C -3.5455 1.2694 1.9739  -0.055
4 O 1.8132 -8.3428 -2.0209  0.006
5 H -0.3844 7.1065 2.3328  0.106
6 H 4.6096 2.7185 -0.2168  0.072
7 H -2.4717 5.9936 1.6021  0.109
8 H 1.2182 2.4437 0.9975  0.128
9 C -0.3561 6.3262 1.5800  -0.102
10 H -3.4952 0.1947 1.7626  0.098
11 H 2.8896 -7.8376 -0.3155  0.096
12 H -0.3182 -1.5241 2.3559  0.090
13 O -1.1606 -1.0784 -1.7693  0.159
14 H 1.8199 4.6557 -0.3107  0.100
15 O 0.0182 0.8307 -1.7750  0.055
16 C -1.1464 1.4235 0.3537  -0.022
17 H 2.2373 -1.1211 1.2099  0.140
18 C -0.0283 1.7154 -0.6550  -0.388
19 O 0.5163 -7.1271 -3.2432  0.007
20 H 1.5044 0.7978 0.5295  0.093
21 H -4.4008 1.5449 2.5845  0.084
22 C -0.2651 4.2794 -0.2923  -0.210
23 H -1.2377 3.1572 -1.7806  0.124
24 H 2.3403 -3.7399 1.5823  0.083
25 N -3.5144 2.0630 0.7317  -0.162
26 O 0.5833 -6.7321 -1.0213  0.117
27 H -2.6587 1.5331 2.5600  0.084
28 C -0.4367 -6.0684 -3.3697  -0.034
29 C 2.5589 2.1626 -0.6965  -0.693
30 C 3.7003 2.4467 0.3145  -0.130
31 H -0.6948 -5.9981 -4.4225  0.094
32 C 0.8639 4.9531 0.1054  -0.054
33 O 0.4736 -0.9993 2.1993  -0.052
34 O 0.9681 -1.1216 -0.9907  0.001
35 H 3.8164 1.5491 0.9234  0.074
36 C 1.3644 -1.7566 1.3750  -0.395
37 H 3.0433 -9.5032 -0.8963  0.093
38 C 1.7867 -3.0019 2.1628  -0.033
39 O -2.8719 1.3393 -1.3547  0.107
40 Cl 3.1627 0.8237 -1.7368  0.666
41 H -1.3363 -6.2908 -2.7986  0.098
42 H 0.4604 3.3133 -2.0735  0.130
43 C 0.9354 -7.3397 -1.9981  -0.627
44 H -0.0063 -5.1218 -3.0474  0.095
45 C -4.8368 2.2560 0.1289  -0.064
46 C -0.1288 -0.5081 -1.4891  -0.522
47 C -1.4472 4.7063 0.2629  -0.047
48 H -5.5587 2.3200 0.9476  0.078
49 H 1.7517 6.4594 1.3407  0.109
50 H -5.1633 1.4324 -0.5095  0.091
51 H 3.3565 3.2643 0.9551  0.072
52 C -2.5739 1.5748 -0.1993  -0.438
53 C 0.8427 5.9646 1.0266  -0.079
54 H 1.1468 -3.0287 -0.3097  0.133
55 C 0.7086 -2.0846 0.0309  -0.111
56 H -4.8745 3.2239 -0.3725  0.087
57 H -0.3507 -2.2929 0.2042  0.140
58 C 2.3495 -8.6814 -0.7420  -0.043
59 H -1.0640 0.4451 0.8369  0.119
60 H 0.9204 -3.4223 2.6797  0.085
61 C -0.2670 3.1281 -1.2808  -0.040
62 H 2.4554 -2.6585 2.9569  0.083
63 H -1.0646 2.1618 1.1555  0.126
64 C -1.5120 5.7134 1.1894  -0.076
65 H 2.4545 3.0671 -1.2884  0.076
66 C 1.3176 1.7966 0.1277  -0.138

Summary:
Largest force on an atom   2.0 eV/A
HOMO level   -9.300 eV
SMILES   C[C@H](O)COC(=O)O[C@](CC(=O)N(C)C)(Cc1ccccc1)C[C@@H](C)Cl.COC(=O)OC
Relative energy (zero: lowest compared OMol25 entry of this formula, charge and spin)   69.30 kJ/mol
Frontier orbital gap   9.81 eV

---

Entry 3:
Here is a molecular structure, C22H34CsN5O3SSe2 from the OMol25 dataset. Energies are from ωB97M-V with the def2-TZVPD basis set.

Each line ends with the Löwdin charge.
Geometry (Å):
1 C -1.0830 1.2834 4.5252  -0.021
2 H 0.0299 -4.1202 1.4224  0.018
3 C 3.5464 2.0174 -3.2789  -0.606
4 H -5.4830 -3.9749 -0.2917  0.085
5 H 3.7636 1.9320 -5.4246  0.128
6 C -6.1401 -1.9903 -0.7866  -0.152
7 S 2.4201 -2.7251 1.8558  0.532
8 C 2.9897 2.1845 -4.6964  -0.218
9 C -5.1731 -2.9563 -0.5204  -0.101
10 C -2.8162 -3.7381 -0.2777  -0.221
11 C -3.3279 -1.3349 -0.8275  -0.240
12 Cs -0.3613 -0.7337 -1.3451  0.655
13 C -3.8195 -2.6291 -0.5452  -0.318
14 H 1.4907 2.5180 4.2064  0.068
15 H 5.6044 2.3358 -3.7984  0.114
16 N 2.3460 -0.0556 1.5926  -0.062
17 N 1.1210 -0.0238 2.1950  0.093
18 H -0.5825 1.9024 0.8327  -0.034
19 H -4.3624 0.6611 3.9721  0.096
20 C 3.8946 0.5312 -3.1087  -0.626
21 H 2.1546 1.4955 -4.8359  0.063
22 H -0.3754 1.5607 5.2956  0.104
23 C 0.7940 1.0279 2.8401  -0.292
24 H -1.1976 -5.3796 1.0956  0.079
25 Se 2.9990 2.5090 -0.3519  0.553
26 H 4.0464 -1.9488 -0.2714  0.083
27 C -2.3054 -3.0814 1.9761  -0.102
28 H 3.8091 -0.2197 -0.2753  0.018
29 N -1.4907 0.6887 2.2507  0.121
30 H 4.0736 4.2622 -4.1251  0.046
31 H -2.7741 -3.9729 2.4409  0.083
32 C 2.8527 -1.2503 1.1858  -0.936
33 H 1.4233 3.0403 2.5170  0.074
34 H 0.6883 2.4947 0.1610  -0.113
35 H -2.8011 1.3420 5.8087  0.096
36 Se 2.4170 -0.7634 -3.3782  0.193
37 H -0.3281 -4.5861 -0.2393  0.082
38 H -3.0599 -2.3008 1.8949  0.067
39 H 4.2862 0.4104 -2.0960  0.009
40 H -1.5025 -2.7305 2.6263  0.085
41 H 5.2001 2.7190 -2.1066  0.076
42 H -7.1943 -2.2479 -0.7777  0.074
43 C -0.7694 -4.4178 0.7452  -0.133
44 H 1.8797 3.7522 -4.4121  0.076
45 H 1.6264 1.8019 -2.3960  0.010
46 H 2.6821 0.8018 1.1070  -0.037
47 H 2.1678 3.4877 -2.4909  0.042
48 C 1.6587 2.2015 3.1740  -0.028
49 C -4.3561 -0.4009 -1.0472  -0.214
50 H -6.4570 0.0817 -1.2538  0.074
51 O 4.7558 4.1876 -3.4416  -0.080
52 C 2.4835 2.4669 -2.2670  -0.556
53 C -2.4330 1.1563 4.8065  -0.083
54 H -3.4181 0.2950 1.6860  0.101
55 C -2.7840 0.5692 2.5231  -0.110
56 C -3.3026 0.7810 3.7938  -0.066
57 H -2.3132 -4.0104 -1.2128  0.112
58 N 3.7597 -1.1110 0.2029  0.101
59 H -3.3480 -4.6504 0.0701  0.107
60 O 2.5853 3.5321 -5.0310  -0.095
61 H 2.7122 1.9609 3.0450  0.074
62 C 4.8559 2.7996 -3.1387  -0.253
63 O -0.2327 2.6991 0.4053  -0.136
64 C -5.7220 -0.6938 -1.0524  -0.156
65 C -0.6488 1.0096 3.2330  -0.228
66 N -1.7709 -3.3780 0.6687  -0.280
67 H 4.7031 0.2867 -3.8022  0.042
68 H -4.0870 0.6387 -1.2508  0.061

Summary:
Largest force on an atom   0.6 eV/A
HOMO level   -1.391 eV
Frontier orbital gap   5.23 eV
Net charge   -2

---

Question: What is the formula in the third record?
Answer: C22H34CsN5O3SSe2